[1]
Computed, not measured: C5H7NO in the gas phase in a non-equilibrium geometry, with ωB97M-V/def2-TZVPD.

Structure (XYZ):
```
14
Properties=species:S:1:pos:R:3
C 1.9394 0.4075 -0.2210
C 0.8391 -0.3200 -0.0139
O 0.9589 -1.5533 0.5523
C -0.5808 -0.0150 -0.4532
C -1.6873 -0.3596 0.5549
C -0.6708 1.3880 -0.8788
N -0.7449 2.4993 -1.1883
H 2.8909 -0.1219 -0.2583
H 1.9418 1.4717 -0.4029
H 1.8373 -1.4848 0.9551
H -0.7349 -0.6297 -1.3545
H -1.5874 0.2519 1.4550
H -2.6747 -0.1804 0.1140
H -1.6132 -1.4131 0.8341
```

Summary:
Largest force on an atom: 1.1 eV/A
Multiplicity: 1
E: -8834.8902 eV
Relative energy (zero: lowest compared OMol25 entry of this formula, charge and spin): 1.313 eV
LUMO: 0.71 eV
HOMO level: -9.37 eV
Net charge: 0
SMILES string: C=C(O)[C@@H](C)C#N
Kohn-Sham gap: 10.080 eV

Atom charges from the natural (NBO) analysis, given in e for atoms 1 to 6:
1. C -0.54
2. C 0.35
3. O -0.68
4. C -0.38
5. C -0.59
6. C 0.30

[2]
Computed, not measured: I2NP in the gas phase in a non-equilibrium geometry, with ωB97M-V/def2-TZVPD.

Structure (XYZ):
```
4
Properties=species:S:1:pos:R:3
N -0.6049 0.5585 0.0459
P 0.5986 -0.9166 -0.1804
I -2.5862 0.1283 0.0496
I 2.5925 0.2298 0.0849
```

Summary:
Largest force on an atom: 2.3 eV/A
Multiplicity: 3
E: -26976.9950 eV
LUMO (alpha / beta): -0.53 / -2.69 eV
HOMO level (alpha / beta): -8.00 / -9.11 eV
Net charge: 0
Kohn-Sham gap (alpha / beta): 7.473 / 6.422 eV

And the natural (NBO) charges, in e, turn out to be:
1. N -0.81
2. P 0.43
3. I 0.39
4. I -0.02

[3]
Computed, not measured: 2 unconnected molecules or ions with the total composition CH9N2O, with ωB97M-V/def2-TZVPD.

Structure (XYZ):
```
13
Properties=species:S:1:pos:R:3
N -1.2285 1.0906 -0.5117
C 0.0866 1.0328 -1.0194
O 1.1290 0.5414 -0.0583
H -1.7838 0.2644 -0.6719
H -1.3641 1.4519 0.4211
H 0.1262 0.3969 -1.9006
H 0.4201 2.0399 -1.2650
H 1.9703 0.8402 -0.4351
N 0.1296 -1.5588 1.0994
H 0.6013 -2.4083 0.8005
H 0.6505 -0.6483 0.7462
H -0.7924 -1.4766 0.6791
H 0.0553 -1.5663 2.1156
```

Summary:
Largest force on an atom: 1.0 eV/A
Multiplicity: 1
E: -6204.0555 eV
Relative energy (zero: lowest compared OMol25 entry of this formula, charge and spin): 0.563 eV
LUMO: -3.73 eV
HOMO level: -14.25 eV
Net charge: +1
Kohn-Sham gap: 10.519 eV

Atom charges from the natural (NBO) analysis, given in e for atoms 1 to 6:
1. N -0.83
2. C 0.07
3. O -0.79
4. H 0.37
5. H 0.39
6. H 0.19

[4]
Computed, not measured: 2 unconnected molecules or ions with the total composition C4H13NO2S in a non-equilibrium geometry, with ωB97M-V/def2-TZVPD.

Structure (XYZ):
```
21
Properties=species:S:1:pos:R:3
N 0.0449 0.9596 1.7920
C 0.2515 -0.0008 0.6773
C 1.0079 -1.2498 1.1445
O 2.3288 -0.8435 1.4416
C -1.1367 -0.2624 0.1210
C -1.2013 -0.3815 -1.4160
S -1.1372 -2.1156 -2.0269
H -0.6552 0.5693 2.3976
H 0.9665 1.2006 2.1307
H 0.8213 0.5047 -0.0890
H 0.9687 -1.9623 0.2996
H 0.5371 -1.8545 1.9343
H 2.9474 -1.5363 1.2876
H -1.6417 -1.1754 0.4748
H -1.8397 0.5366 0.4018
H -0.3589 0.0836 -1.9397
H -2.0886 0.1574 -1.7576
H -0.4411 -2.0000 -3.1524
O -0.1729 3.2171 -1.3315
H 0.5798 3.1479 -1.9173
H 0.2193 3.0050 -0.4727
```

Summary:
Largest force on an atom: 2.1 eV/A
Multiplicity: 1
E: -20778.4180 eV
Relative energy (zero: lowest compared OMol25 entry of this formula, charge and spin): 0.802 eV
LUMO: 0.67 eV
HOMO level: -9.03 eV
Net charge: 0
SMILES string: N[C@@H](CO)CCS.O
Kohn-Sham gap: 9.706 eV

Atom charges from the natural (NBO) analysis, given in e for atoms 1 to 6:
1. N -0.86
2. C -0.07
3. C -0.08
4. O -0.73
5. C -0.43
6. C -0.49

[5]
Computed, not measured: a molecular structure, CH3NS2 in a non-equilibrium geometry, with ωB97M-V/def2-TZVPD.

Structure (XYZ):
```
7
Properties=species:S:1:pos:R:3
C -0.2613 -0.1648 -0.0237
N -1.2692 -1.1343 -0.0090
S -4.9232 0.6797 -0.0530
S -2.8407 -0.9706 0.0587
H 0.6365 -0.2391 0.6266
H 0.2544 -0.0246 -1.1417
H -0.5267 0.8743 0.1756
```

Summary:
Largest force on an atom: 4.8 eV/A
Multiplicity: 1
E: -24241.2710 eV
Relative energy (zero: lowest compared OMol25 entry of this formula, charge and spin): 4.844 eV
LUMO (alpha / beta): -1.98 / -2.18 eV
HOMO level (alpha / beta): -9.15 / -8.94 eV
Net charge: 0
Kohn-Sham gap (alpha / beta): 7.168 / 6.757 eV

Atom charges from the natural (NBO) analysis, given in e for atoms 1 to 6:
1. C -0.49
2. N -0.53
3. S -0.29
4. S 0.62
5. H 0.24
6. H 0.24